<P>
{
  "formula": "C3H2N2OS",
  "method": "wB97M-V/def2-TZVPD",
  "symbols": ["S", "C", "C", "N", "O", "C", "N", "H", "H"],
  "coordinates": [[2.6437, -0.0796, -0.1680], [1.1012, -0.0395, 0.0245], [0.3066, 1.1920, 0.1628], [-0.9724, 1.1924, -0.1311], [-1.7101, -0.0228, -0.2599], [-0.9806, -1.1149, -0.0097], [0.3206, -1.2491, 0.1095], [0.8608, 2.0572, 0.2973], [-1.5700, -1.9358, -0.0253]],
  "homo_energy_ev": -9.21,
  "multiplicity": 1,
  "gap_ev": 8.27,
  "smiles": "S=c1cnocn1",
  "molar_mass_g_mol": 114.129
}

***

<Q>
{
  "formula": "C3H2N2OS",
  "method": "wB97M-V/def2-TZVPD",
  "symbols": ["C", "C", "C", "N", "N", "O", "S", "H", "H"],
  "coordinates": [[0.2901, -1.0174, -0.3146], [-1.5662, 0.7185, -0.4208], [0.9946, 0.0549, 0.4128], [-0.6196, 1.4491, -0.3000], [0.6538, 1.3793, 0.0569], [-2.6599, 0.4286, -0.6385], [0.1849, -2.6070, -0.2969], [0.6960, -0.3993, 1.2870], [2.0263, -0.0067, 0.2141]],
  "homo_energy_ev": [-8.29, -9.10],
  "multiplicity": 1,
  "gap_ev": [7.05, 7.74],
  "molar_mass_g_mol": 114.129
}

***

<R>
{
  "formula": "C3H2N2OS",
  "method": "wB97M-V/def2-TZVPD",
  "symbols": ["C", "C", "C", "N", "N", "O", "S", "H", "H"],
  "coordinates": [[0.9487, -0.9443, -0.1556], [-0.3464, -0.9125, 0.2196], [1.4887, 0.3537, -0.6318], [1.7538, 1.4308, -0.8777], [-1.0238, 0.1938, 0.4879], [-2.2278, 2.2655, 0.7401], [-1.6833, 1.3539, -0.1847], [1.5965, -1.8188, -0.1965], [-0.5065, -1.9220, 0.5990]],
  "homo_energy_ev": -9.73,
  "multiplicity": 1,
  "gap_ev": 8.64,
  "molar_mass_g_mol": 114.129
}

***

Relative energy of each structure, in kJ/mol: <P> 50.4; <Q> 268.3; <R> 0.0.

***

<P>
{
  "formula": "C4H2N2",
  "method": "wB97M-V/def2-TZVPD",
  "symbols": ["C", "C", "C", "N", "C", "N", "H", "H"],
  "coordinates": [[-1.1750, 0.0041, -0.0093], [0.1631, 0.0895, -0.0044], [0.9017, 1.2692, 0.0093], [1.3351, 2.3192, -0.0221], [0.9665, -1.3560, -0.0013], [1.4972, -2.3433, -0.0143], [-1.7677, -0.8748, -0.0950], [-1.9208, 0.8921, 0.1369]],
  "homo_energy_ev": -11.34,
  "multiplicity": 1,
  "gap_ev": 10.57,
  "smiles": "C=C(C#N)C#N",
  "molar_mass_g_mol": 78.074
}

***

<Q>
{
  "formula": "C4H2N2",
  "method": "wB97M-V/def2-TZVPD",
  "symbols": ["C", "C", "C", "C", "N", "N", "H", "H"],
  "coordinates": [[2.1469, -1.0530, -0.0573], [-2.5484, -0.0340, 0.1665], [1.5009, -0.0418, -0.1684], [0.2396, 2.0963, -0.1749], [-1.8140, -0.7349, -0.3512], [0.8381, 1.0924, -0.1969], [2.7294, -1.9533, 0.0375], [-3.0924, 0.6284, 0.7447]],
  "homo_energy_ev": -10.64,
  "multiplicity": 1,
  "gap_ev": 11.49,
  "molar_mass_g_mol": 78.074
}

***

<R>
{
  "formula": "C4H2N2",
  "method": "wB97M-V/def2-TZVPD",
  "symbols": ["C", "C", "C", "N", "C", "N", "H", "H"],
  "coordinates": [[-0.7323, -0.0644, -0.9167], [0.0464, -0.0326, 0.1676], [0.2460, 1.2426, 0.8716], [0.3961, 2.3891, 1.1737], [0.8588, -1.1912, 0.5329], [1.4129, -2.1575, 0.8453], [-0.9126, -0.9853, -1.4389], [-1.3153, 0.7992, -1.2355]],
  "homo_energy_ev": -11.15,
  "multiplicity": 1,
  "gap_ev": 10.28,
  "smiles": "C=C(C#N)C#N",
  "molar_mass_g_mol": 78.074
}

***

Relative energy of each structure, in kJ/mol: <P> 63.6; <Q> 249.0; <R> 0.0.

***

<P>
{
  "formula": "C10H10N2",
  "method": "wB97M-V/def2-TZVPD",
  "symbols": ["C", "C", "C", "C", "C", "C", "N", "C", "C", "N", "C", "C", "H", "H", "H", "H", "H", "H", "H", "H", "H", "H"],
  "coordinates": [[3.6137, -0.4076, 0.0909], [2.0679, -0.2171, -0.0102], [1.4596, 1.1774, -0.3335], [0.2034, 1.4632, -0.2030], [-0.7251, 0.2901, 0.1490], [-2.1592, 0.5204, 0.0385], [-2.3968, 1.9569, 0.4347], [-2.9469, -0.6504, -0.1859], [-2.3503, -1.9024, -0.1767], [-1.1627, -2.0931, 0.2760], [-0.2711, -0.9828, 0.0945], [1.1697, -1.2229, 0.1198], [3.9601, -0.2312, 1.2336], [3.6795, -1.4485, -0.2824], [4.3882, 0.3264, -0.4453], [2.0059, 2.0973, -0.1944], [-0.2030, 2.4561, 0.3508], [-3.3039, 2.2078, 0.0422], [-1.7582, 2.5254, -0.4150], [-3.9301, -0.6436, -0.3642], [-2.8538, -2.9141, -0.4299], [1.5130, -2.3074, 0.2106]],
  "homo_energy_ev": -8.58,
  "multiplicity": 1,
  "gap_ev": 8.81,
  "smiles": "Cc1ccc2c(N)ccnc2c1",
  "molar_mass_g_mol": 158.204
}

***

<Q>
{
  "formula": "C10H10N2",
  "method": "wB97M-V/def2-TZVPD",
  "symbols": ["C", "C", "C", "N", "C", "C", "H", "H", "H", "H", "H", "C", "C", "C", "N", "C", "C", "H", "H", "H", "H", "H"],
  "coordinates": [[0.9238, 0.1358, -0.9183], [1.7196, 1.2499, -0.7731], [2.9480, 1.0661, -0.0793], [3.1750, -0.0535, 0.5968], [2.4074, -1.0745, 0.4578], [1.2729, -1.0516, -0.3224], [0.0891, 0.1724, -1.6431], [1.3673, 2.1661, -1.2559], [3.5839, 1.9510, -0.0300], [2.5917, -2.0907, 1.0168], [0.5681, -1.9703, -0.2987], [-2.4828, 0.9878, 0.8224], [-1.4316, 0.2132, 1.3730], [-0.6811, -0.7979, 0.7823], [-0.9519, -1.0693, -0.5151], [-2.0679, -0.5609, -1.0687], [-2.9106, 0.4048, -0.3149], [-3.1241, 1.5041, 1.4282], [-1.0072, 0.5417, 2.3247], [0.2470, -1.3290, 1.2955], [-2.4121, -0.9971, -2.0341], [-3.8247, 0.6018, -0.8438]],
  "homo_energy_ev": -8.67,
  "multiplicity": 1,
  "gap_ev": 9.12,
  "smiles": "c1ccncc1.c1ccncc1",
  "molar_mass_g_mol": 158.204
}

***

Relative energy of each structure, in kJ/mol: <P> 0.0; <Q> 71.5.